(1)
ORCA calculation (ωB97M-V/def2-TZVPD) on a structure of composition C43H52AlN4OS at a distorted geometry.

The geometry in ORCA input format:
```
! RIJCOSX wB97M-V def2-TZVPD def2/J DEFGRID3
* xyz 1 1
C -1.143 2.709 -0.121
C 5.448 -2.095 1.630
C 2.128 -5.821 -1.540
C 5.297 -1.688 0.161
C -2.056 -5.667 1.269
H -3.232 3.038 -0.040
N -0.044 1.893 -0.097
H 0.551 -1.464 4.150
H 0.009 2.669 5.079
O -0.015 -0.108 1.981
S -0.633 0.910 2.937
H -1.232 6.110 -0.633
C 1.050 -2.909 -0.189
H 3.129 3.045 -0.086
H -5.657 -1.256 2.202
C -2.848 -1.193 -0.123
Al -0.024 -0.114 0.157
C -2.440 -2.504 -0.227
C -5.392 -1.705 0.104
H -2.589 5.001 -0.785
H -4.626 -2.650 1.898
C 2.348 2.308 -0.078
C 1.180 0.177 7.044
H -5.083 2.575 -1.664
C -0.717 -4.288 -0.273
C -2.136 5.572 1.247
H -1.269 5.836 1.848
H -6.715 2.707 -1.007
H 5.017 2.376 0.829
H -1.138 -6.353 -0.558
C 2.861 5.421 0.084
C 5.295 1.504 0.234
H -6.203 1.227 -1.814
C -2.456 2.292 -0.045
H 3.191 6.456 0.131
C 2.762 -1.184 -0.070
C -0.757 4.084 -0.191
H 2.685 -4.988 -1.964
H 0.875 6.095 0.423
H 5.071 2.494 -1.692
H -1.996 -0.820 3.940
H -3.202 -3.264 -0.290
C -1.707 5.236 -0.185
H -2.738 -0.114 2.478
N -2.015 -0.106 -0.079
H 2.379 -5.256 0.524
C -4.225 -0.790 -0.031
C -5.878 2.031 -1.160
C -1.124 -2.910 -0.243
C 0.612 4.115 -0.194
H -2.524 -5.297 -0.810
H -6.300 -1.188 -0.208
C 1.039 2.741 -0.137
H -2.826 6.411 1.248
H 3.047 4.970 1.056
C 0.305 1.678 5.390
H 6.203 -1.183 -0.181
N 1.924 -0.103 -0.079
H 6.305 -2.750 1.762
H -2.738 -6.510 1.356
H 6.087 0.973 0.766
C -2.854 0.978 -0.013
H -5.155 2.314 0.845
C 4.131 -0.771 0.028
C 1.377 5.403 -0.259
C 2.363 -2.502 -0.140
C -1.639 -5.456 -0.191
C -5.407 1.479 0.188
C -2.197 0.099 3.396
H -1.175 -5.860 1.878
H -6.228 0.926 0.648
C 0.646 -4.288 -0.222
C -4.229 0.572 0.056
C 1.105 -0.875 6.144
H -5.271 -2.581 -0.534
C 0.606 -0.661 4.870
H 3.125 -3.264 -0.156
H 6.672 2.644 -0.968
H 0.900 2.276 7.358
H 4.558 -2.615 1.977
C 0.184 0.609 4.516
H 1.254 5.816 -1.267
H 6.172 1.122 -1.708
H 2.795 -6.677 -1.455
C 1.558 -5.466 -0.164
H 1.007 -6.325 0.225
H -2.628 4.722 1.716
H -6.375 -2.792 1.708
H 1.430 -1.859 6.441
H 5.157 -2.575 -0.459
C -5.524 -2.131 1.569
H 1.545 0.001 8.044
H 3.463 4.928 -0.676
C 4.123 0.592 0.087
C 2.747 0.990 -0.016
C 5.834 1.970 -1.120
H -2.547 -4.780 1.663
N -0.039 -2.076 -0.175
H 1.328 -6.074 -2.232
H -2.758 0.790 4.018
H 5.580 -1.211 2.250
C 0.804 1.455 6.663
*
```

Computed properties:
- molar mass (g/mol) = 700.0
- E_LUMO (hartree) = -0.12507



(2)
ORCA calculation (ωB97M-V/def2-TZVPD) on a structure of composition C43H34N5O6P2W at a distorted geometry.

The geometry in ORCA input format:
```
! RIJCOSX wB97M-V def2-TZVPD def2/J DEFGRID3
* xyz 1 3
C 10.570 8.349 9.664
C 18.863 10.823 11.725
H 11.700 10.845 15.035
C 18.391 8.188 10.955
H 13.475 13.197 11.731
C 13.052 7.654 14.176
O 14.528 11.763 13.734
O 16.222 6.391 11.088
C 8.935 10.100 9.961
P 12.246 11.133 12.039
H 9.193 14.852 13.317
C 17.596 8.797 11.921
C 15.623 12.992 9.667
C 14.619 9.210 9.040
H 17.598 12.088 16.980
O 14.465 13.680 14.707
H 12.610 8.512 14.669
P 14.679 11.635 10.331
H 15.945 11.608 18.845
C 9.291 8.846 9.449
C 9.802 13.981 13.651
N 16.349 8.363 12.412
C 13.862 5.744 12.552
C 19.514 10.276 10.661
H 18.184 15.474 8.222
H 14.256 5.066 11.794
O 18.471 11.905 14.551
C 19.319 8.930 10.299
C 10.656 13.263 12.832
H 16.504 11.571 8.311
H 9.040 14.184 15.619
C 14.074 10.464 9.105
H 14.977 14.586 10.946
H 18.132 13.167 7.415
C 16.485 12.606 8.637
C 16.660 15.189 9.687
C 14.942 9.468 16.446
O 15.503 10.753 11.265
C 13.308 8.698 7.072
H 14.192 8.763 16.272
C 9.717 13.650 14.976
H 15.384 9.046 9.804
C 15.818 7.195 11.979
N 14.103 7.961 13.434
C 12.835 5.463 13.375
O 13.155 10.059 12.636
H 12.830 11.909 8.069
H 19.912 8.526 9.451
H 14.724 7.350 7.992
C 13.167 10.864 8.126
H 18.986 11.859 12.015
C 17.522 11.153 14.498
W 15.179 9.902 13.283
N 15.199 12.765 14.382
N 15.665 9.874 15.407
C 13.152 12.390 11.050
H 20.163 10.927 10.129
C 17.433 13.487 8.160
H 12.287 4.512 13.286
C 14.589 6.925 12.707
C 12.436 6.449 14.266
C 11.361 12.129 13.290
C 15.058 10.040 17.718
C 9.827 10.814 10.765
C 17.502 14.770 8.657
H 16.742 16.169 10.003
N 17.071 10.539 13.416
H 8.576 8.346 8.792
H 12.418 8.580 10.774
H 18.159 7.187 10.620
H 12.455 12.707 10.229
H 12.981 8.065 6.263
H 10.637 13.567 11.759
H 12.054 10.368 6.380
C 15.663 14.312 10.144
H 11.639 6.372 14.990
C 16.820 11.361 16.901
H 10.436 12.317 16.568
H 9.547 11.716 11.266
C 11.174 11.733 14.626
C 12.805 10.017 7.123
C 15.935 11.038 17.950
C 10.400 12.530 15.504
C 11.076 10.278 10.976
H 14.368 9.741 18.491
H 10.965 7.499 9.112
C 17.937 10.075 12.418
C 11.494 9.040 10.475
C 14.278 8.320 8.011
H 8.042 10.568 9.739
C 16.672 10.771 15.670
*
```

Computed properties:
- molar mass (g/mol) = 962.6
- E_LUMO (alpha / beta) (hartree) = -0.10203 / -0.11771
- ΔE to the lowest compared entry with this formula, charge and spin (kcal/mol) = 0.0



What is the molar mass in the second record? 962.6 g/mol